No. 1
Entry from the OMol25 dataset: one molecule with the formula C8H16N2 at a distorted geometry (ωB97M-V with the def2-TZVPD basis set).

```
26
Properties=species:S:1:pos:R:3:nbo_charge:R:1
C -2.112 2.229 -0.034 -0.414
C -0.675 0.095 -0.547 0.152
C -0.988 1.543 -0.278 0.019
C -0.677 -0.163 -2.003 -0.680
C 1.069 1.799 1.117 -0.633
C 0.505 -2.200 1.965 -0.410
C -0.013 -2.771 -0.245 -0.436
C 0.355 2.252 -0.228 -0.434
N -0.464 -0.567 0.497 -0.243
N -0.235 -1.808 0.797 -0.227
H -2.355 3.322 0.053 0.209
H -3.092 1.746 -0.089 0.186
H -1.455 0.413 -2.522 0.236
H -0.611 -1.226 -2.364 0.229
H 0.289 0.392 -2.230 0.223
H 0.804 2.399 1.942 0.205
H 2.106 1.647 1.048 0.200
H 0.622 0.777 1.357 0.243
H 0.558 -3.229 2.245 0.212
H 1.617 -1.865 1.752 0.160
H 0.229 -1.578 2.871 0.218
H 0.094 -3.732 0.050 0.201
H -0.912 -2.741 -0.731 0.206
H 0.936 -2.480 -0.722 0.179
H 0.825 1.998 -1.166 0.195
H 0.261 3.331 -0.166 0.206
```

Output
- SMILES: C=C(CC)/C(C)=N/N(C)C
- F_max: 5.2 eV/Å
- Relative energy (zero: lowest compared OMol25 entry of this formula, charge and spin): 107.4 kcal/mol
- E_LUMO: 0.91 eV

No. 2
Entry from the OMol25 dataset: a 11-piece molecular cluster, C11H44N22O11 overall at a distorted geometry (ωB97M-V with the def2-TZVPD basis set).

```
88
Properties=species:S:1:pos:R:3:mulliken_charge:R:1
C -0.305 13.570 17.500 0.856
O 0.443 13.514 16.540 -0.722
N -1.456 14.150 17.524 0.068
N 0.125 13.070 18.651 -0.479
H -2.060 14.254 16.721 -0.151
H -1.825 14.349 18.442 0.127
H 1.062 12.716 18.520 0.286
H -0.521 13.103 19.426 0.171
C -2.930 13.444 14.417 0.451
O -3.305 14.164 15.271 -0.343
N -1.738 12.927 14.392 -0.254
N -3.685 12.927 13.514 -0.443
H -1.435 12.341 13.628 0.175
H -1.110 13.049 15.174 -0.071
H -3.275 12.351 12.793 0.156
H -4.627 13.290 13.489 0.236
C -5.855 13.654 18.097 0.686
O -5.528 12.532 17.965 -0.645
N -6.581 14.044 19.095 -0.399
N -5.369 14.631 17.406 -0.214
H -6.780 15.033 19.142 0.178
H -6.971 13.267 19.609 0.262
H -4.849 14.445 16.560 -0.092
H -5.484 15.597 17.678 0.136
C -0.366 22.024 18.775 0.507
O -0.906 23.040 19.183 -0.738
N 0.332 21.231 19.495 -0.300
N -0.525 21.578 17.593 -0.251
H 0.407 20.243 19.297 0.277
H 0.774 21.522 20.355 0.166
H -0.091 20.672 17.488 0.244
H -1.131 22.009 16.911 0.348
C -3.072 20.504 10.602 0.655
O -3.398 20.945 9.522 -0.710
N -3.628 19.455 11.092 -0.258
N -2.067 20.992 11.315 -0.312
H -4.280 19.023 10.453 0.142
H -3.529 19.026 12.001 0.132
H -1.914 20.742 12.282 0.127
H -1.427 21.632 10.868 0.203
C -2.586 18.105 15.459 0.664
O -3.648 18.230 14.824 -0.612
N -1.911 19.125 15.868 0.042
N -2.083 16.962 15.853 0.307
H -2.169 20.087 15.700 0.034
H -1.233 18.973 16.601 -0.156
H -2.640 16.131 15.711 -0.139
H -1.120 16.931 16.153 -0.132
C -6.506 16.945 13.284 0.664
O -6.251 17.970 12.639 -0.744
N -5.746 16.385 14.152 -0.012
N -7.662 16.383 13.211 -0.440
H -6.049 15.607 14.720 0.108
H -4.799 16.731 14.204 0.065
H -7.807 15.421 13.482 0.158
H -8.315 16.716 12.516 0.270
C -6.945 20.357 15.654 0.597
O -7.543 21.127 16.419 -0.764
N -5.898 19.637 16.006 -0.263
N -7.174 20.240 14.409 -0.176
H -5.436 19.931 16.855 0.225
H -5.396 19.200 15.246 0.216
H -6.547 19.610 13.929 0.017
H -7.937 20.740 13.976 0.203
C 2.230 16.923 14.569 0.607
O 2.964 17.404 13.666 -0.743
N 1.527 17.564 15.433 -0.047
N 2.088 15.694 14.724 -0.243
H 1.008 17.043 16.126 -0.154
H 1.408 18.562 15.337 0.127
H 2.465 15.155 13.957 0.209
H 1.935 15.381 15.672 0.130
C 0.442 17.915 18.997 0.839
O 0.486 18.869 18.216 -0.806
N 1.475 17.160 19.343 -0.498
N -0.635 17.418 19.483 -0.352
H 1.332 16.398 19.991 0.146
H 2.361 17.356 18.899 0.258
H -1.539 17.807 19.257 0.219
H -0.479 16.562 19.996 0.126
C -2.961 22.922 14.720 0.618
O -2.094 22.704 15.579 -0.804
N -2.733 23.382 13.506 -0.400
N -4.195 22.603 14.886 -0.283
H -3.584 23.358 12.963 0.136
H -1.826 23.482 13.075 0.251
H -4.475 22.259 15.793 0.159
H -4.904 22.932 14.247 0.165
```

Output
- SMILES: NC(N)=O.NC(N)=O.NC(N)=O.NC(N)=O.NC(N)=O.NC(N)=O.NC(N)=O.NC(N)=O.NC(N)=O.NC(N)=O.NC(N)=O
- F_max: 7.6 eV/Å
- Relative energy (zero: lowest compared OMol25 entry of this formula, charge and spin): 142.2 kcal/mol
- E_LUMO: -0.80 eV

No. 3
Entry from the OMol25 dataset: a 8-piece molecular cluster, C20H60N6O11 overall at a distorted geometry (ωB97M-V with the def2-TZVPD basis set).

```
97
Properties=species:S:1:pos:R:3:mulliken_charge:R:1
N -6.429 3.421 -11.770 0.388
H -6.441 3.730 -10.755 0.283
H -6.986 4.062 -12.372 0.317
H -6.828 2.471 -11.867 -0.003
H -5.462 3.390 -12.084 0.492
N -8.441 6.306 -12.789 0.964
O -8.556 6.471 -11.576 -0.658
O -8.532 7.245 -13.576 -0.715
O -8.149 5.152 -13.240 -0.879
C -8.358 11.024 -10.368 -0.364
C -8.243 9.698 -11.143 -0.162
O -8.175 10.000 -12.537 -0.565
O -8.918 12.059 -11.143 -0.523
H -7.412 11.349 -9.932 0.309
H -9.036 10.768 -9.542 0.216
H -9.183 9.155 -11.021 0.187
H -7.377 9.119 -10.823 0.291
H -8.124 9.187 -13.054 0.317
H -9.250 11.641 -11.948 0.337
C -8.110 6.026 -16.677 0.363
C -8.680 5.037 -17.704 -0.379
O -9.906 5.551 -18.278 -0.506
O -7.196 5.310 -15.878 -0.581
H -8.867 6.589 -16.132 -0.328
H -7.546 6.764 -17.261 0.340
H -8.993 4.144 -17.154 0.194
H -7.946 4.874 -18.491 0.359
H -10.261 4.883 -18.869 0.299
H -7.523 5.238 -14.964 0.337
C -11.817 5.020 -13.196 -1.152
C -12.054 4.545 -14.624 1.317
C -13.516 4.228 -14.948 -0.989
O -14.085 3.239 -14.160 -0.357
C -13.565 1.948 -14.282 -0.528
N -11.595 5.611 -15.531 -0.236
H -11.834 4.243 -12.432 0.373
H -12.486 5.858 -12.996 0.338
H -10.804 5.431 -13.130 0.053
H -11.442 3.665 -14.867 -0.694
H -13.571 4.030 -16.033 0.428
H -14.079 5.158 -14.817 0.395
H -13.687 1.557 -15.305 0.292
H -14.135 1.265 -13.657 0.268
H -12.499 1.901 -14.041 0.121
H -12.155 5.679 -16.377 0.216
H -10.666 5.431 -15.891 -0.226
C -8.996 3.498 -8.931 -1.283
C -7.619 3.807 -8.325 0.299
C -6.850 2.561 -8.016 -0.885
O -6.555 1.876 -9.252 -0.205
C -6.095 0.569 -9.004 -0.796
N -6.884 4.652 -9.289 -0.715
H -9.567 2.956 -8.171 0.426
H -8.897 2.817 -9.780 0.109
H -9.557 4.357 -9.289 0.388
H -7.803 4.385 -7.411 0.390
H -7.430 1.861 -7.408 0.452
H -5.881 2.759 -7.543 0.427
H -5.316 0.607 -8.230 0.390
H -5.534 0.196 -9.867 0.051
H -6.895 -0.142 -8.792 0.332
H -7.411 5.490 -9.510 0.172
H -6.034 4.975 -8.827 0.236
C -11.900 9.365 -17.019 -1.613
C -10.791 9.261 -15.981 1.360
C -10.361 10.579 -15.384 -0.629
O -10.004 11.521 -16.391 -0.356
C -9.278 12.609 -15.867 -0.710
N -11.297 8.469 -14.847 -0.746
H -11.479 9.684 -17.975 0.344
H -12.676 10.072 -16.730 0.311
H -12.321 8.369 -17.160 0.403
H -9.921 8.742 -16.405 -0.095
H -9.468 10.418 -14.763 0.322
H -11.112 10.972 -14.688 0.275
H -8.203 12.428 -16.025 0.258
H -9.331 12.717 -14.778 0.277
H -9.578 13.531 -16.359 0.278
H -10.525 8.281 -14.206 0.162
H -11.532 7.488 -15.042 0.298
C -6.297 -0.666 -13.076 -1.533
C -7.144 0.512 -13.544 0.775
C -8.057 0.100 -14.693 -0.860
O -9.115 1.041 -14.929 -0.372
C -8.706 2.351 -15.280 0.902
N -7.931 0.987 -12.395 -0.437
H -6.884 -1.582 -12.979 0.385
H -5.811 -0.458 -12.123 0.263
H -5.516 -0.923 -13.796 0.418
H -6.496 1.324 -13.883 0.117
H -8.630 -0.788 -14.421 0.339
H -7.472 -0.034 -15.609 0.348
H -9.560 3.010 -15.119 -0.988
H -8.518 2.430 -16.360 0.194
H -7.824 2.739 -14.773 0.202
H -8.086 0.256 -11.711 0.245
H -8.860 1.287 -12.678 0.124
```

Output
- F_max: 1.8 eV/Å
- Relative energy (zero: lowest compared OMol25 entry of this formula, charge and spin): 0.0 kcal/mol
- E_LUMO: -0.06 eV

No. 4
Entry from the OMol25 dataset: BrCaCl4 as an isolated structure (ωB97M-V with the def2-TZVPD basis set).

```
6
Properties=species:S:1:pos:R:3:nbo_charge:R:1
Ca -0.045 -0.033 -0.005 1.772
Cl -1.743 -1.610 1.487 -0.951
Cl 1.185 -2.357 -1.019 -0.953
Cl 1.412 0.854 2.265 -0.953
Cl 1.539 1.522 -1.949 -0.963
Br -2.349 1.625 -0.780 -0.952
```

Output
- F_max: 0.5 eV/Å
- Charge: -3
- Relative energy (zero: lowest compared OMol25 entry of this formula, charge and spin): 0.0 kcal/mol
- E_LUMO: 8.14 eV

No. 5
Entry from the OMol25 dataset: one molecule with the formula C5H6O3 at a distorted geometry (ωB97M-V with the def2-TZVPD basis set).

```
14
Properties=species:S:1:pos:R:3:nbo_charge:R:1
C -0.273 1.309 1.038 0.414
C -0.462 1.126 -0.440 -0.066
C -0.438 -0.192 -1.168 0.073
C 0.000 -1.440 -0.441 0.027
C 0.863 -1.420 0.782 -0.109
H -0.864 0.612 1.642 0.118
H -0.310 2.004 -1.052 0.208
H -0.056 -0.119 -2.199 0.199
H -0.625 -2.289 -0.704 0.194
H 1.132 -0.516 1.284 0.185
H 1.012 -2.254 1.454 0.193
O 0.457 2.122 1.425 -0.491
O -1.643 0.342 -0.785 -0.465
O 1.381 -1.680 -0.520 -0.481
```

Output
- SMILES: O=C[C@@H]1O[C@@H]1[C@@H]1CO1
- F_max: 4.2 eV/Å
- Relative energy (zero: lowest compared OMol25 entry of this formula, charge and spin): 73.7 kcal/mol
- E_LUMO: 0.87 eV